No. 1
{
  "formula": "C6H14N2",
  "method": "wB97M-V/def2-TZVPD",
  "smiles": "[H]/N=C/C.C/C=N/CC",
  "charge": 0,
  "homo_lumo_gap_ev": 10.03,
  "elements": ["H", "N", "C", "C", "H", "H", "H", "H", "C", "C", "N", "C", "C", "H", "H", "H", "H", "H", "H", "H", "H", "H"],
  "positions_angstrom": [[-2.4244, 0.3899, 0.5795], [-1.6226, 0.6840, 1.1339], [-0.9086, -0.2937, 1.5700], [0.2027, -0.0237, 2.5259], [-1.1433, -1.3425, 1.3632], [1.1338, -0.4575, 2.1584], [0.3737, 1.0457, 2.6291], [-0.0235, -0.4452, 3.5066], [1.6232, -1.8597, -0.3489], [0.6322, -0.8021, -0.7194], [0.9282, 0.4358, -0.5951], [0.0608, 1.4615, -0.9863], [-0.8664, 1.2537, -2.1821], [1.1278, -2.6876, 0.1594], [2.0998, -2.2615, -1.2451], [2.3870, -1.4473, 0.3058], [-0.2104, -1.1551, -1.3264], [-0.6950, 1.4939, 0.0037], [0.6435, 2.3795, -1.0934], [-0.3032, 0.9703, -3.0731], [-1.6102, 0.4839, -1.9809], [-1.4052, 2.1777, -2.3847]],
  "mulliken_charge": [0.228, -0.734, 0.106, -0.951, 0.389, 0.201, 0.299, 0.364, -1.222, 0.133, -0.377, -0.222, -1.304, 0.288, 0.381, 0.297, 0.352, 0.380, 0.368, 0.331, 0.319, 0.374]
}


No. 2
{
  "formula": "C38H55ClMoOP4",
  "method": "wB97M-V/def2-TZVPD",
  "charge": 2,
  "multiplicity": 3,
  "homo_lumo_gap_ev": [6.97, 4.37],
  "s2": 2.03,
  "elements": ["P", "C", "C", "H", "C", "H", "C", "H", "C", "H", "C", "H", "C", "C", "H", "C", "H", "C", "H", "C", "H", "C", "H", "C", "C", "H", "C", "H", "C", "H", "C", "H", "C", "H", "Mo", "C", "C", "H", "C", "O", "H", "C", "H", "C", "Cl", "P", "P", "C", "H", "H", "H", "C", "H", "H", "H", "C", "H", "H", "H", "C", "H", "H", "H", "C", "H", "H", "H", "C", "H", "H", "H", "P", "C", "C", "H", "H", "H", "H", "H", "H", "C", "H", "H", "H", "H", "C", "C", "C", "C", "C", "C", "H", "H", "H", "H", "H", "H", "H", "H", "H"],
  "positions_angstrom": [[-2.5812, -3.6518, 0.1049], [-2.1765, -3.8271, 1.7864], [-3.4492, -4.1787, 2.3041], [-4.3339, -3.7997, 1.7929], [-3.5331, -4.9274, 3.4573], [-4.4944, -5.1453, 3.8433], [-2.4233, -5.3565, 4.1606], [-2.5266, -5.9551, 5.0630], [-1.1813, -5.0016, 3.6727], [-0.2953, -5.2860, 4.2140], [-1.0314, -4.2515, 2.4991], [-0.0206, -3.9820, 2.1686], [-3.3149, -2.1209, -0.3175], [-3.8695, -1.1725, 0.5718], [-3.4287, -0.9956, 1.5597], [-4.9864, -0.4224, 0.1950], [-5.3346, 0.3607, 0.8507], [-5.6313, -0.6322, -1.0120], [-6.5116, -0.0545, -1.2968], [-5.1223, -1.6164, -1.8422], [-5.5835, -1.7740, -2.7874], [-3.9974, -2.3523, -1.5302], [-3.6024, -3.1089, -2.2070], [-1.3238, -4.2355, -0.9861], [-1.8578, -5.5284, -1.1303], [-2.6469, -5.8422, -0.4327], [-1.3662, -6.3636, -2.1028], [-1.7581, -7.3396, -2.1746], [-0.3461, -6.0002, -2.9638], [0.0270, -6.6977, -3.7110], [0.1691, -4.7307, -2.8325], [0.9720, -4.4111, -3.4714], [-0.3029, -3.8267, -1.8672], [0.1664, -2.8381, -1.8041], [1.1347, 0.9483, 0.5723], [0.4588, 2.1011, -1.1245], [-0.5939, 1.5510, -1.7909], [0.9082, 3.0891, -1.4617], [-1.1672, 0.2110, -1.4264], [-0.9434, -0.7310, -2.5129], [-1.4070, -1.5476, -2.2461], [-0.4525, -0.4550, -0.2741], [-2.0813, 0.2709, -0.8412], [0.2718, -0.8691, 0.6776], [2.0983, -0.1035, 2.4484], [3.1859, 0.0156, -0.6776], [-0.2044, 2.1911, 2.2554], [4.7748, 0.0317, 0.2054], [4.7577, -0.7148, 1.0110], [4.9182, 1.0309, 0.6389], [5.5838, -0.1911, -0.4990], [2.9899, -1.6927, -1.2704], [2.2928, -1.7170, -2.1220], [2.5937, -2.3275, -0.4584], [3.9541, -2.0831, -1.6006], [3.5186, 0.9662, -2.1871], [3.6810, 2.0202, -1.9271], [2.6507, 0.8930, -2.8556], [4.4065, 0.5716, -2.6914], [0.6436, 3.1586, 3.5318], [1.1158, 4.0361, 3.0699], [1.4116, 2.5399, 4.0175], [-0.0872, 3.4948, 4.2780], [-1.3036, 3.3903, 1.4557], [-1.9738, 2.8762, 0.7521], [-0.6974, 4.1132, 0.8942], [-1.9016, 3.9208, 2.2029], [-1.3399, 1.1245, 3.1928], [-0.7960, 0.2410, 3.5745], [-2.1697, 0.7911, 2.5489], [-1.7535, 1.6912, 4.0283], [-1.3888, 2.2689, -3.2136], [-0.8893, 3.9804, -3.3207], [-3.1612, 2.1659, -3.0046], [0.1971, 4.0652, -3.4271], [-1.1946, 4.5371, -2.4279], [-1.3443, 4.4792, -4.1873], [-3.5020, 1.1282, -2.9785], [-3.6965, 2.6636, -3.8183], [-3.4673, 2.6490, -2.0733], [-0.9284, 1.4091, -4.7091], [0.1563, 1.4115, -4.8357], [-1.3676, 1.8710, -5.5978], [-1.2648, 0.3722, -4.6639], [0.3901, -1.7828, 1.4045], [5.7292, 3.0925, 2.4458], [4.5843, 3.9461, 1.9009], [3.9854, 4.7896, 3.0265], [5.0726, 4.8534, 0.7699], [3.5491, 3.0347, 1.3990], [2.5953, 2.3775, 0.9919], [6.4984, 3.7173, 2.9071], [6.2030, 2.5156, 1.6454], [5.3557, 2.4013, 3.2098], [4.7429, 5.4422, 3.4677], [3.1788, 5.4259, 2.6474], [3.5917, 4.1498, 3.8232], [5.4929, 4.2667, -0.0521], [4.2489, 5.4625, 0.3856], [5.8518, 5.5348, 1.1219]],
  "mulliken_charge": [-0.288, 1.657, -0.797, 0.432, -0.718, 0.446, -0.563, 0.429, -0.588, 0.453, -0.802, 0.370, 1.413, -0.331, 0.613, -0.651, 0.490, -0.747, 0.460, -0.882, 0.486, -0.715, 0.473, 1.239, -0.866, 0.417, -0.645, 0.460, -0.780, 0.418, -0.538, 0.483, 0.597, -0.337, -2.492, -0.617, 1.205, 0.120, 0.408, -0.797, 0.179, 1.020, -0.400, -0.325, -0.386, 1.225, 1.362, -0.711, 0.381, -0.280, 0.514, -1.418, 0.268, 0.295, 0.568, -1.299, 0.236, 0.146, 0.520, -1.229, 0.223, 0.325, 0.602, -1.387, 0.163, 0.302, 0.520, -1.184, 0.343, 0.066, 0.545, 1.570, -1.334, -1.238, 0.414, 0.399, 0.431, 0.240, 0.494, 0.388, -1.320, 0.394, 0.480, 0.360, 0.079, -1.589, 1.956, -1.673, -1.653, 0.142, -0.026, 0.461, 0.402, 0.354, 0.469, 0.329, 0.279, 0.348, 0.342, 0.403]
}


No. 3
{
  "formula": "C20H16BrMnN5OS",
  "method": "wB97M-V/def2-TZVPD",
  "charge": 0,
  "multiplicity": 2,
  "homo_lumo_gap_ev": [6.10, 6.19],
  "s2": 1.12,
  "elements": ["Mn", "N", "C", "S", "N", "N", "C", "C", "C", "C", "C", "C", "C", "O", "H", "H", "H", "H", "H", "H", "H", "Br", "C", "C", "C", "C", "C", "C", "N", "C", "C", "C", "C", "C", "C", "N", "H", "H", "H", "H", "H", "H", "H", "H", "H"],
  "positions_angstrom": [[0.1920, 0.0862, -0.0435], [0.8064, -3.5573, 2.2398], [0.4343, -2.5162, 1.4482], [1.6252, -1.2643, 1.1949], [-0.7645, -2.5550, 0.9538], [-1.0641, -1.4630, 0.1398], [-2.1592, -1.6005, -0.5267], [-2.7464, -0.6384, -1.4200], [-4.0160, -0.9594, -1.9397], [-4.6815, -0.1309, -2.8075], [-4.0629, 1.0671, -3.1899], [-2.8229, 1.4063, -2.7102], [-2.1149, 0.5719, -1.8105], [-0.9374, 0.9524, -1.4106], [1.6772, -3.5220, 2.7323], [0.1232, -4.2564, 2.4687], [-2.6986, -2.5352, -0.3821], [-4.4705, -1.8947, -1.6312], [-5.6571, -0.3970, -3.1898], [-4.5666, 1.7366, -3.8772], [-2.3404, 2.3288, -3.0074], [-4.1829, 1.3359, 5.9556], [-2.9176, 1.4204, 4.5519], [-2.1296, 2.5530, 4.4165], [-1.2012, 2.6191, 3.3938], [-1.0620, 1.5555, 2.5023], [-1.8562, 0.4268, 2.6565], [-2.7871, 0.3556, 3.6807], [-0.1244, 1.5480, 1.4269], [0.6666, 2.5324, 1.2472], [1.6562, 2.5049, 0.1835], [2.5376, 3.5673, 0.0146], [3.4763, 3.4965, -0.9995], [3.4981, 2.3670, -1.8024], [2.5867, 1.3520, -1.5648], [1.6837, 1.4112, -0.5914], [-2.2412, 3.3767, 5.1074], [-0.5990, 3.5119, 3.3134], [-1.7339, -0.3987, 1.9743], [-3.4027, -0.5251, 3.7979], [0.6767, 3.4248, 1.8688], [2.4839, 4.4276, 0.6677], [4.1762, 4.3053, -1.1589], [4.2078, 2.2604, -2.6103], [2.5744, 0.4569, -2.1730]],
  "mulliken_charge": [-0.079, -0.422, 0.656, -0.545, -1.207, 0.645, -0.309, 0.578, -0.697, -0.753, -0.398, -0.668, 0.572, -0.388, 0.204, 0.223, 0.308, 0.325, 0.393, 0.364, 0.411, -0.197, 0.079, -0.745, -0.956, 0.830, 0.255, -0.866, 0.369, 0.558, -0.010, -0.912, -0.331, -0.773, -0.213, 0.280, 0.418, 0.281, 0.412, 0.436, 0.140, 0.428, 0.434, 0.388, 0.480]
}


No. 4
{
  "formula": "C2H4Cl2N2O",
  "method": "wB97M-V/def2-TZVPD",
  "smiles": "[H]/N=C(\\NO)C(Cl)Cl",
  "charge": 0,
  "homo_lumo_gap_ev": 10.47,
  "elements": ["H", "N", "C", "N", "O", "C", "Cl", "Cl", "H", "H", "H"],
  "positions_angstrom": [[1.5745, 1.3138, 1.2137], [1.0843, 0.4409, 1.4326], [0.2595, 0.2327, 0.4964], [0.0541, 1.1305, -0.5715], [-0.6939, 0.6171, -1.6388], [-0.6348, -0.9574, 0.4740], [0.0480, -2.1439, -0.6625], [-0.8708, -1.6885, 2.0594], [0.8918, 1.6422, -0.8045], [-0.1005, 0.0511, -2.1527], [-1.6121, -0.6386, 0.1539]],
  "mulliken_charge": [0.216, -0.568, 0.196, -0.234, -0.369, 0.191, -0.182, -0.145, 0.270, 0.332, 0.293]
}


No. 5
{
  "formula": "C4H5FN2",
  "method": "wB97M-V/def2-TZVPD",
  "smiles": "FCC1=NN=CC1",
  "charge": 0,
  "homo_lumo_gap_ev": 10.81,
  "elements": ["F", "C", "C", "N", "N", "C", "C", "H", "H", "H", "H", "H"],
  "positions_angstrom": [[2.3673, 0.3041, -0.4097], [1.6398, -0.7426, 0.1286], [0.1824, -0.4505, -0.0255], [-0.7039, -1.3768, -0.1936], [-1.9941, -0.7692, -0.2530], [-1.8527, 0.5055, -0.1285], [-0.4106, 0.9117, 0.0373], [1.9009, -0.8496, 1.1791], [1.9116, -1.6746, -0.3904], [-2.7124, 1.1581, -0.1150], [-0.2623, 1.4153, 0.9588], [-0.0660, 1.5688, -0.7880]],
  "mulliken_charge": [-0.290, -0.273, 0.316, -0.466, -0.478, -0.217, -0.123, 0.210, 0.303, 0.436, 0.306, 0.276]
}


No. 6
{
  "formula": "C29H31BrCdNSi2",
  "method": "wB97M-V/def2-TZVPD",
  "charge": -1,
  "homo_lumo_gap_ev": 4.89,
  "elements": ["Cd", "C", "Si", "C", "C", "C", "C", "C", "C", "C", "Si", "C", "C", "H", "H", "H", "H", "H", "H", "H", "H", "H", "H", "H", "H", "H", "H", "H", "H", "Br", "C", "C", "C", "N", "C", "C", "H", "H", "H", "H", "C", "C", "C", "C", "C", "C", "C", "C", "C", "C", "C", "C", "C", "C", "H", "H", "H", "H", "H", "H", "H", "H", "H", "H", "H"],
  "positions_angstrom": [[-0.1801, 1.0111, 0.2312], [-2.4385, 1.2551, 3.4961], [-0.7696, 1.7946, 2.6485], [-0.3453, 3.4992, 3.4851], [0.5050, 0.5932, 3.5397], [0.4427, 0.5879, 4.9331], [1.2563, -0.2027, 5.7221], [2.1857, -1.0241, 5.1148], [2.2690, -1.0317, 3.7360], [1.4489, -0.2502, 2.9233], [1.7481, -0.4389, 0.9996], [3.5927, 0.1232, 0.8017], [1.7621, -2.3711, 0.7333], [-2.4408, 1.4416, 4.5672], [-2.6112, 0.1917, 3.3476], [-3.2915, 1.7785, 3.0713], [-0.3502, 3.4339, 4.5704], [-1.0558, 4.2708, 3.1989], [0.6421, 3.8384, 3.1834], [-0.2728, 1.2298, 5.4299], [1.1701, -0.1756, 6.8022], [2.8387, -1.6523, 5.7090], [3.0069, -1.6732, 3.2706], [4.2810, -0.4752, 1.3955], [3.7053, 1.1631, 1.1018], [3.9006, 0.0578, -0.2383], [2.4727, -2.8843, 1.3774], [2.0249, -2.6048, -0.2955], [0.7783, -2.7994, 0.9198], [-5.0202, -4.5510, 0.1874], [-3.9100, -3.0068, 0.1187], [-4.1356, -2.0170, -0.8372], [-3.2801, -0.9362, -0.8589], [-2.2379, -0.7831, -0.0279], [-2.0580, -1.7375, 0.8993], [-2.8561, -2.8532, 1.0205], [-4.9485, -2.1023, -1.5434], [-3.4194, -0.1458, -1.5855], [-1.2200, -1.5860, 1.5700], [-2.6676, -3.5889, 1.7859], [-2.3147, -2.1716, -5.9326], [-2.2373, -2.7098, -4.6577], [-1.5763, -2.0233, -3.6572], [-0.9723, -0.7866, -3.9046], [-1.0811, -0.2502, -5.1912], [-1.7346, -0.9380, -6.1910], [-0.1868, -0.1427, -2.8669], [0.4550, 1.0041, -3.0134], [1.4112, 1.8163, -2.4598], [1.1174, 3.0447, -1.7866], [2.1168, 3.9388, -1.4685], [3.4464, 3.6881, -1.7931], [3.7633, 2.4822, -2.4194], [2.7918, 1.5715, -2.7389], [-2.8095, -2.7188, -6.7256], [-2.6867, -3.6734, -4.4484], [-1.5106, -2.4463, -2.6638], [-0.6291, 0.7110, -5.3892], [-1.7928, -0.5210, -7.1894], [-0.0886, -0.7573, -1.9512], [0.0721, 3.3171, -1.6110], [1.8599, 4.8666, -0.9713], [4.2184, 4.4162, -1.5805], [4.7969, 2.2572, -2.6560], [3.0491, 0.6467, -3.2371]],
  "mulliken_charge": [1.193, -1.221, -0.039, -1.264, 0.314, -0.250, -0.802, -0.760, -0.541, 0.252, 0.654, -1.177, -1.283, 0.391, 0.315, 0.356, 0.384, 0.347, 0.312, 0.194, 0.367, 0.365, 0.177, 0.444, 0.298, 0.303, 0.485, 0.326, 0.266, -0.176, 0.228, -0.412, -0.701, 0.270, -0.517, -0.861, 0.474, 0.364, 0.589, 0.451, -0.387, -0.711, -0.169, -0.050, -0.514, -0.505, 0.772, -1.264, 0.453, -0.519, -0.507, -0.549, -0.335, -0.650, 0.357, 0.381, 0.430, 0.371, 0.356, -0.055, 0.529, 0.372, 0.358, 0.336, 0.386]
}